1.
{"formula": "C10H16", "method": "ωB97M-V with the def2-TZVPD basis set", "charge": 0, "de_lowest_kj_mol": 116.1, "max_force_ha_per_bohr": 0.051, "total_energy_ha": -390.591669, "symbols": ["C", "C", "C", "C", "C", "C", "C", "H", "H", "H", "H", "H", "H", "H", "H", "C", "C", "C", "H", "H", "H", "H", "H", "H", "H", "H"], "xyz": [[1.250038, -1.214045, 2.677170], [0.087773, -1.252431, 1.733505], [-0.737043, -0.139998, 1.547467], [-1.512476, -0.060222, 0.403621], [-1.916702, -1.246023, -0.222674], [-1.288532, -2.447304, 0.103778], [-0.228634, -2.387207, 1.002362], [0.841834, -1.415897, 3.675894], [1.755481, -0.263313, 2.797331], [2.001403, -1.953881, 2.415080], [-0.600587, 0.770329, 2.126082], [-1.927236, 0.790354, -0.117515], [-2.683854, -1.119103, -0.977622], [-1.343853, -3.307896, -0.549769], [0.425043, -3.253902, 1.039124], [0.249273, 2.710637, -0.778894], [1.047919, 1.715182, -1.620028], [0.362013, 0.636827, -2.444778], [-0.602905, 3.150190, -1.308904], [0.810251, 3.599349, -0.497212], [-0.042813, 2.152720, 0.096376], [1.937901, 2.108861, -2.121274], [1.613013, 1.151838, -0.868657], [-0.428324, 0.100534, -1.932567], [-0.146866, 1.190764, -3.244935], [1.077884, -0.016365, -2.932962]], "forces_ev_per_a": [[-0.5, -0.3, 0.9], [-0.6, 0.2, 0.0], [1.0, 1.3, -0.8], [-1.6, -1.6, -0.1], [0.4, 0.1, 0.1], [0.6, 1.0, -0.6], [0.5, -0.6, -0.2], [0.4, -0.3, 0.0], [-0.1, 0.4, -0.5], [0.0, -0.2, 0.1], [0.3, -0.1, 0.0], [0.0, 0.7, 1.0], [0.2, -0.5, -0.2], [-0.6, -0.2, 0.3], [0.0, 0.0, 0.3], [-0.2, 0.2, -1.1], [1.9, -1.1, 1.4], [-0.8, 1.7, -1.0], [-0.2, -0.4, 0.1], [0.4, -0.2, 0.2], [-0.5, 0.4, 0.4], [-0.6, 0.6, -0.7], [0.0, -0.2, 0.4], [0.3, -0.2, 0.3], [-0.1, -0.4, -0.3], [0.0, -0.2, 0.2]]}


2.
{"formula": "C3H4N2OS2", "method": "ωB97M-V with the def2-TZVPD basis set", "charge": 0, "de_lowest_kj_mol": 294.1, "max_force_ha_per_bohr": 0.045, "total_energy_ha": -1097.742536, "symbols": ["H", "N", "C", "C", "S", "C", "O", "N", "S", "H", "H", "H"], "xyz": [[0.346830, -0.682104, -2.313658], [0.996273, -0.145157, -1.638406], [0.391380, -0.178902, -0.523163], [-0.814922, -0.867934, -0.054386], [-1.944699, -1.783566, -0.995087], [-1.043904, -0.319425, 1.164232], [-0.119446, 0.545505, 1.591237], [0.906912, 0.520636, 0.623663], [1.715792, 2.015821, 0.449772], [-1.276663, -2.936393, -0.837689], [-1.865235, -0.470807, 1.826971], [2.895538, 1.578412, 0.902629]], "forces_ev_per_a": [[1.5, 0.8, 1.1], [-1.8, -0.9, -1.1], [0.8, 0.1, -0.1], [0.1, 1.7, 1.3], [0.1, -0.4, 0.0], [0.1, -0.5, -0.9], [-0.3, -0.1, 0.5], [0.2, -0.1, -1.0], [-0.4, -0.4, 0.0], [-0.2, -0.2, -0.2], [-0.3, 0.0, 0.4], [0.1, 0.0, 0.1]]}


3.
{"formula": "C12H16N3", "method": "ωB97M-V with the def2-TZVPD basis set", "charge": 1, "de_lowest_kj_mol": 365.2, "max_force_ha_per_bohr": 0.109, "total_energy_ha": -630.775021, "symbols": ["C", "C", "C", "C", "C", "C", "C", "C", "C", "C", "C", "C", "N", "N", "N", "H", "H", "H", "H", "H", "H", "H", "H", "H", "H", "H", "H", "H", "H", "H", "H"], "xyz": [[4.452981, -0.357395, -0.565301], [3.711775, -1.163453, 0.276958], [3.878983, 0.573076, -1.415765], [2.418248, -0.813611, 0.533333], [1.978777, 0.310312, -0.222750], [1.485670, -1.255960, 1.536945], [-2.664341, 0.847763, -0.440131], [-2.157538, 1.466784, 0.802413], [-1.964198, -0.564278, -0.588760], [-0.602822, 1.575279, 0.774372], [-0.468083, -0.460014, -0.788859], [0.078515, 0.328717, 0.465019], [2.610252, 0.846961, -1.218612], [0.415941, -0.522746, 1.574584], [0.121268, -1.734608, -1.087673], [5.400415, -0.628303, -0.813715], [4.198164, -1.932077, 0.775340], [4.405150, 1.209564, -2.107738], [1.757546, -1.963774, 2.437766], [-3.695571, 0.542305, -0.285183], [-2.584908, 1.436944, -1.232662], [-2.614719, 2.480197, 1.023516], [-2.558469, 0.928822, 1.693040], [-2.368083, -1.151348, 0.359929], [-2.356745, -1.062267, -1.351868], [-0.196085, 2.230941, 0.071385], [-0.328063, 1.887193, 1.867872], [-0.306749, 0.321328, -1.691264], [-0.228924, -0.615664, 2.370527], [1.025331, -1.777866, -1.479778], [-0.490998, -2.134615, -1.779096]], "forces_ev_per_a": [[-1.2, -0.3, -1.1], [0.6, 1.1, -0.2], [0.1, -0.1, 1.6], [-0.8, 1.2, -0.6], [-2.7, -1.0, 1.7], [1.2, -0.2, 1.7], [-0.5, -4.6, 3.1], [-0.1, 1.7, 1.3], [-0.3, 1.9, 4.2], [-1.2, 0.2, 4.1], [0.2, 2.6, -0.8], [4.4, -2.2, -2.6], [-2.8, 1.2, 0.4], [-1.0, -0.8, 0.4], [-1.4, -0.4, 0.8], [2.9, -0.7, -0.1], [0.7, -1.6, 0.8], [0.2, -0.4, -0.4], [-0.8, 1.4, -2.1], [-0.4, 0.5, -0.3], [0.5, 2.4, -3.6], [0.8, -0.8, -0.7], [0.8, -0.2, -0.5], [1.5, 0.9, -1.6], [-1.8, -2.1, -3.5], [0.1, 1.7, -1.0], [0.0, -0.1, -2.1], [-0.4, -1.4, 1.9], [0.3, 0.1, -0.5], [1.2, 0.6, -0.4], [-0.2, -0.6, 0.0]]}


4.
{"formula": "C2ClO3P", "method": "ωB97M-V with the def2-TZVPD basis set", "spin_multiplicity": 3, "charge": -2, "de_lowest_kj_mol": 0.0, "max_force_ha_per_bohr": 0.073, "total_energy_ha": -1103.315779, "s2": 2.02, "symbols": ["C", "C", "O", "O", "O", "P", "Cl"], "xyz": [[0.347825, 0.162162, -0.225094], [0.253851, 2.074634, -0.224161], [0.084205, -1.650603, 1.967772], [0.564988, -0.759428, -1.003073], [-1.800264, -1.500507, 0.326054], [-0.651871, -0.796973, 0.989223], [1.201266, 2.470715, -1.830721]], "forces_ev_per_a": [[-0.5, 1.2, -0.4], [0.7, -3.2, -0.6], [1.6, -0.3, 0.5], [1.3, 1.7, -1.3], [-0.4, 0.1, -1.0], [-2.7, 0.4, 2.6], [-0.1, 0.0, 0.2]]}


5.
{"formula": "C23H35AlCl3F4IKLiMgN2O9P2", "method": "ωB97M-V with the def2-TZVPD basis set", "charge": 0, "max_force_ha_per_bohr": 0.080, "total_energy_ha": -5494.472687, "symbols": ["C", "C", "I", "C", "P", "O", "C", "N", "O", "C", "C", "C", "C", "C", "C", "P", "O", "Cl", "H", "H", "H", "H", "H", "H", "H", "H", "H", "H", "H", "H", "H", "H", "H", "H", "H", "H", "H", "H", "H", "Cl", "Mg", "C", "C", "O", "C", "O", "O", "H", "H", "H", "H", "Cl", "C", "C", "C", "O", "C", "C", "C", "O", "H", "H", "H", "H", "N", "C", "C", "C", "C", "H", "H", "H", "H", "H", "F", "Al", "F", "F", "F", "K", "Li", "O", "H"], "xyz": [[1.473477, 2.989296, -0.459467], [2.473071, 1.869812, -0.191536], [4.062862, 2.779251, 0.995517], [1.841245, 0.750861, 0.676674], [1.223256, -0.707624, -0.252109], [0.352037, 0.384821, -1.432152], [-0.552587, -0.212783, -2.070100], [-1.376216, -0.846197, -2.596393], [1.937598, -1.462445, -1.450687], [3.340930, -1.098417, -1.690804], [3.590899, -0.359537, -2.994375], [5.110869, -0.071977, -2.988969], [3.246403, -1.160321, -4.250628], [1.732209, -1.429220, -4.394477], [3.660189, -0.404696, -5.536311], [2.145809, -2.055289, 1.401895], [3.713102, -1.881724, 1.534844], [1.841259, -3.975823, 0.814769], [1.935783, 3.764125, -1.065596], [0.601274, 2.638992, -1.007870], [1.135210, 3.386436, 0.494513], [2.972361, 1.514125, -1.082673], [2.503390, 0.462854, 1.487024], [0.956807, 1.203240, 1.162978], [-0.030287, -1.215128, 0.124831], [3.759387, -0.494527, -0.883089], [3.920285, -2.059907, -1.653060], [3.100843, 0.622891, -3.017985], [5.616405, -1.037446, -2.977994], [5.404543, 0.421459, -2.060113], [5.415723, 0.545992, -3.823491], [3.796207, -2.103974, -4.289745], [1.222283, -0.521201, -4.068183], [1.462053, -1.666651, -5.417479], [1.459342, -2.219026, -3.699142], [4.733476, -0.281892, -5.627472], [3.125398, 0.548389, -5.542327], [3.283517, -0.966879, -6.388748], [4.296316, -2.560148, 0.857909], [5.262670, -2.832842, -0.448051], [-2.453523, 1.052352, -2.467168], [-6.549680, 3.366928, -0.956840], [-7.122881, 4.769419, -0.905041], [-6.046449, 5.544627, -0.441845], [-4.878117, 4.865205, -0.749331], [-3.803193, 5.324695, -0.641873], [-5.168626, 3.615581, -1.186729], [-6.971644, 2.757160, -1.752505], [-6.664637, 2.839875, -0.008488], [-7.417403, 5.137707, -1.901703], [-7.974778, 4.848398, -0.221431], [5.180647, -1.903529, 3.225536], [-1.503238, 1.819651, 6.080839], [-1.604692, 1.422212, 4.818080], [-0.412892, 1.199697, 3.988832], [-0.508852, 0.844522, 2.827477], [0.915260, 1.424333, 4.598366], [1.036869, 1.818204, 5.862415], [-0.174899, 2.047550, 6.711321], [-0.063317, 2.407383, 7.861707], [-2.376526, 1.989686, 6.693562], [-2.564839, 1.252318, 4.350648], [1.765800, 1.248140, 3.948479], [1.998085, 1.992588, 6.330357], [-1.529135, -6.899098, -1.319367], [-2.232544, -6.666359, -2.469593], [-2.277277, -5.312621, -2.667765], [-1.568059, -4.704818, -1.595807], [-1.117846, -5.710714, -0.783731], [-1.342147, -7.803255, -0.928768], [-2.638611, -7.480487, -3.044608], [-2.761784, -4.812115, -3.489156], [-1.407767, -3.650521, -1.442603], [-0.542775, -5.683817, 0.125258], [-5.595398, 4.506023, 6.113291], [-5.775160, 2.831217, 5.977089], [-6.782044, 2.472721, 4.657016], [-6.432512, 2.198382, 7.394917], [-4.243127, 2.129105, 5.702632], [-9.437559, 6.159389, -1.459778], [4.809544, -2.219581, 5.449039], [4.485217, -6.011379, 0.559038], [4.003106, -5.283646, 0.968301]], "forces_ev_per_a": [[0.1, -0.2, -0.4], [-0.3, 0.4, 0.7], [0.0, -0.3, -0.2], [-0.2, 0.9, -0.6], [0.4, -0.2, 0.4], [-0.3, 0.3, -0.2], [1.0, -0.9, 0.1], [0.1, 0.0, 0.0], [-0.4, 0.7, 0.6], [0.9, -0.5, -1.0], [0.7, -0.1, -0.2], [-0.4, -0.3, 0.7], [-0.5, 0.4, -1.3], [0.8, 0.1, 1.0], [-0.5, -0.2, 0.5], [1.0, -0.7, 1.2], [-3.3, -0.2, -2.5], [-0.1, 0.2, -0.1], [0.0, 0.2, 0.2], [0.0, -0.1, 0.0], [0.0, 0.2, 0.0], [0.0, 0.0, -0.1], [0.1, -0.4, -0.2], [0.1, -0.5, -0.1], [0.1, -0.1, -0.1], [-0.4, -0.1, 0.3], [-1.1, 1.2, -0.4], [-0.4, -0.2, -0.1], [0.3, 0.1, -0.3], [0.0, 0.1, 0.0], [0.1, 0.0, -0.1], [0.0, -0.1, 0.5], [-0.3, 0.0, -0.3], [-0.1, -0.1, 0.0], [-0.4, -0.2, -0.2], [0.0, 0.2, -0.1], [0.3, 0.2, -0.1], [0.2, 0.0, -0.1], [0.7, 0.6, -0.4], [0.9, -1.4, 1.1], [-1.3, 0.9, -0.2], [-0.1, -0.4, 0.0], [0.1, -0.2, 0.1], [-0.1, 0.0, -0.1], [0.2, -0.3, 0.1], [0.1, 0.2, 0.0], [-0.3, 0.4, 0.1], [0.2, 0.0, -0.1], [0.0, 0.1, 0.0], [0.4, -0.3, -0.1], [0.4, -0.2, 0.3], [1.4, -0.1, 3.3], [0.3, 0.1, 0.4], [-0.1, -0.1, -0.2], [-0.2, 0.0, 0.1], [0.1, -0.1, -0.3], [0.2, 0.0, 0.0], [-0.1, 0.0, 0.0], [0.0, 0.0, -0.2], [0.1, 0.0, 0.0], [0.0, 0.0, 0.0], [0.0, 0.1, 0.1], [0.0, 0.0, 0.1], [0.0, 0.0, 0.0], [0.0, 0.1, -0.1], [0.0, 0.0, 0.0], [0.0, 0.0, 0.0], [0.0, 0.0, 0.0], [0.0, 0.0, 0.1], [0.0, 0.0, 0.0], [0.0, 0.0, 0.0], [0.0, 0.0, 0.0], [0.0, 0.0, 0.0], [0.0, 0.0, 0.0], [0.0, 0.0, -0.1], [-0.1, 0.0, 0.1], [0.1, 0.0, -0.1], [0.0, 0.0, -0.1], [-0.3, 0.1, 0.0], [-0.9, 0.7, -0.1], [0.2, 0.1, -1.1], [-0.1, 0.1, -0.1], [0.1, 0.1, 0.1]]}


6.
{"formula": "C3H9CrMnN2O9S", "method": "ωB97M-V with the def2-TZVPD basis set", "spin_multiplicity": 11, "charge": 0, "max_force_ha_per_bohr": 0.104, "total_energy_ha": -3499.770611, "s2": 30.03, "symbols": ["Mn", "Cr", "C", "O", "H", "H", "H", "S", "O", "O", "O", "O", "C", "N", "O", "O", "H", "H", "H", "C", "N", "O", "O", "H", "H", "H"], "xyz": [[3.232132, -0.397121, 2.452266], [0.553212, 2.273959, 1.924756], [0.130362, -0.842991, 1.944476], [1.143432, 0.045349, 2.374246], [0.413062, -1.886411, 1.804986], [-0.547788, -0.805081, 2.796996], [-0.389988, -0.391561, 1.099756], [3.217752, 2.591459, 1.664846], [3.875592, 1.316839, 1.862986], [2.358412, 2.933829, 2.804546], [4.137132, 3.698109, 1.358066], [2.164642, 2.321589, 0.708646], [-2.946498, -2.546481, -1.159064], [-2.325958, -3.745361, -1.866664], [-2.088468, -4.713561, -1.138054], [-1.904478, -3.698921, -3.016564], [-3.953888, -2.711241, -0.776804], [-2.905828, -1.725411, -1.874804], [-2.200878, -2.222491, -0.432994], [0.083842, 1.641709, -2.363714], [-0.692188, 1.222799, -1.089974], [-1.632158, 0.425719, -1.147384], [-0.409868, 1.962969, -0.161684], [1.111382, 1.646109, -2.000054], [-0.148348, 2.666789, -2.652514], [-0.274608, 0.939409, -3.116294]], "forces_ev_per_a": [[-1.1, -1.3, 0.4], [2.7, -1.1, -0.4], [-0.3, 1.1, 1.5], [0.9, 0.9, -0.6], [0.3, 0.1, -0.4], [-0.8, -0.6, -0.2], [-0.1, -0.6, -0.5], [3.2, 4.3, -0.1], [2.1, -0.6, 0.4], [-2.2, 0.2, 2.9], [-1.6, -2.4, 0.2], [-3.0, -0.3, -4.0], [0.9, 0.8, -1.4], [1.5, -1.4, 0.8], [-0.9, 1.0, -0.5], [-1.1, 0.9, 0.8], [0.4, -0.4, 0.0], [-0.5, -0.2, -0.2], [-0.3, -0.6, 0.4], [-0.6, -1.1, 0.8], [-1.8, 1.0, -2.0], [2.3, 1.2, 0.5], [-0.3, -0.5, 1.5], [0.1, -0.5, -0.6], [-0.5, -0.1, 0.5], [0.8, 0.0, -0.1]]}